Record 1
The following is a DFT calculation (the ωB97M-V functional and the def2-TZVPD basis) of a structure of composition C57H49Cl3FeO4P3S.

Properties
Expectation value of S²: 6.013
HOMO (alpha / beta): -9.6 / -9.6 eV

```
! RIJCOSX wB97M-V def2-TZVPD def2/J DEFGRID3
* xyz 1 5
Fe -0.103 0.059 0.145
O 2.564 -0.917 2.515
C 2.362 -0.352 3.755
C 3.320 -0.199 4.748
C 2.946 0.311 5.982
C 1.637 0.689 6.230
C 0.701 0.605 5.214
C 1.056 0.091 3.973
P -0.153 0.009 2.594
C -1.113 -1.457 3.131
C -0.923 -2.606 2.363
C -1.544 -3.798 2.708
C -2.373 -3.846 3.818
C -2.552 -2.712 4.597
C -1.916 -1.525 4.267
C -1.090 1.511 3.032
C -0.357 2.698 2.973
C -0.951 3.899 3.310
C -2.288 3.930 3.688
C -3.022 2.757 3.732
C -2.425 1.548 3.404
C 3.822 -0.932 1.950
C 4.908 -1.576 2.528
C 6.156 -1.471 1.937
C 6.318 -0.752 0.761
C 5.212 -0.204 0.136
C 3.951 -0.299 0.716
P 2.461 0.310 -0.186
C 2.834 2.094 -0.260
C 2.513 2.889 -1.357
C 2.706 4.261 -1.308
C 3.186 4.857 -0.152
C 3.485 4.076 0.955
C 3.316 2.703 0.900
C 2.907 -0.411 -1.814
C 2.583 -1.762 -1.947
C 2.891 -2.453 -3.107
C 3.512 -1.795 -4.160
C 3.833 -0.453 -4.036
C 3.544 0.237 -2.866
H 4.352 -0.458 4.573
H 3.697 0.415 6.754
H 1.350 1.067 7.202
H -0.304 0.972 5.373
H -0.277 -2.556 1.496
H -1.379 -4.691 2.117
H -2.872 -4.769 4.084
H -3.180 -2.754 5.478
H -2.041 -0.658 4.903
H 0.685 2.671 2.672
H -0.376 4.815 3.272
H -2.757 4.871 3.945
H -4.063 2.775 4.030
H -2.995 0.632 3.457
H 4.781 -2.168 3.424
H 7.005 -1.959 2.397
H 7.300 -0.641 0.321
H 5.323 0.301 -0.814
H 2.096 2.448 -2.252
H 2.473 4.860 -2.179
H 3.315 5.931 -0.109
H 3.842 4.544 1.864
H 3.555 2.092 1.764
H 2.094 -2.263 -1.117
H 2.653 -3.507 -3.194
H 3.751 -2.331 -5.069
H 4.317 0.064 -4.856
H 3.836 1.275 -2.781
Cl -1.534 4.735 -5.404
C -1.213 3.920 -3.911
C -0.907 2.571 -3.924
C -0.659 1.944 -2.720
Cl -0.239 0.267 -2.651
C -0.686 2.594 -1.465
O -0.433 1.970 -0.355
C -0.988 3.974 -1.527
Cl -0.988 4.852 -0.047
C -1.258 4.622 -2.717
H -0.853 2.030 -4.859
H -1.507 5.674 -2.709
C -2.484 -3.775 -0.975
P -0.821 -3.230 -1.430
C 0.313 -4.581 -1.025
C -0.803 -3.048 -3.226
O -0.431 -1.970 -0.721
H -2.709 -4.759 -1.385
H -3.197 -3.050 -1.370
H -2.562 -3.787 0.113
H -0.027 -5.525 -1.450
H 0.380 -4.669 0.060
H 1.300 -4.342 -1.422
H -1.077 -3.975 -3.728
H 0.199 -2.738 -3.527
H -1.507 -2.260 -3.495
O -2.396 -0.062 0.356
S -3.691 -0.719 0.694
C -4.868 0.570 1.162
C -4.945 1.770 0.476
C -5.907 2.694 0.850
C -6.782 2.410 1.892
C -6.687 1.209 2.581
C -5.722 0.281 2.216
C -4.475 -1.030 -0.904
C -3.885 -0.536 -2.054
C -4.483 -0.792 -3.280
C -5.650 -1.540 -3.341
C -6.230 -2.032 -2.178
C -5.641 -1.779 -0.949
H -4.258 1.979 -0.336
H -5.979 3.636 0.323
H -7.538 3.132 2.172
H -7.359 0.997 3.402
H -5.630 -0.665 2.738
H -2.966 0.037 -1.978
H -4.034 -0.411 -4.189
H -6.111 -1.744 -4.299
H -7.139 -2.618 -2.230
H -6.086 -2.152 -0.033
*
```

These are the Mulliken partial charges, in e, on atoms 1 to 5: Fe 2.764; O -0.347; C 0.717; C -1.002; C -0.915

=====

Record 2
The following is a DFT calculation (the ωB97M-V functional and the def2-TZVPD basis) of a cluster of 7 separate species, C63H133N7O7 in total.

Properties
SMILES string: CC1(C)CCCC(C)(C)N1O.CC1(C)CCCC(C)(C)N1O.CC1(C)CCCC(C)(C)N1O.CC1(C)CCCC(C)(C)N1O.CC1(C)CCCC(C)(C)N1O.CC1(C)CCCC(C)(C)N1O.CC1(C)CCCC(C)(C)N1O
Energy above the lowest of the compared OMol25 structures with the same formula, charge and spin: 178.3 kJ/mol
HOMO: -8.1 eV

```
! RIJCOSX wB97M-V def2-TZVPD def2/J DEFGRID3
* xyz 0 1
C 4.706 -3.139 3.393
C 4.694 -4.071 4.619
C 4.859 -5.500 4.081
C 5.862 -3.681 5.513
C 5.588 -2.625 6.615
C 4.291 -2.975 7.305
C 3.137 -3.013 6.322
C 1.905 -3.447 7.128
C 2.825 -1.642 5.700
N 3.419 -4.077 5.365
O 2.313 -4.310 4.517
H 4.894 -2.101 3.676
H 5.510 -3.477 2.728
H 3.880 -3.125 2.678
H 5.873 -5.777 3.794
H 4.549 -6.210 4.856
H 4.176 -5.643 3.242
H 6.226 -4.564 6.051
H 6.727 -3.305 4.964
H 6.435 -2.735 7.294
H 5.592 -1.634 6.163
H 4.041 -2.294 8.126
H 4.379 -3.935 7.821
H 1.083 -3.743 6.475
H 1.544 -2.670 7.802
H 2.136 -4.336 7.722
H 2.114 -1.119 6.352
H 2.307 -1.645 4.741
H 3.662 -0.944 5.654
H 2.327 -5.263 4.390
C 1.319 -2.067 -0.632
C 0.625 -1.220 0.433
C -0.416 -2.083 1.169
C 1.713 -0.869 1.455
C 1.392 0.327 2.382
C 1.036 1.501 1.504
C -0.140 1.174 0.577
C -1.462 1.065 1.360
C -0.291 2.410 -0.323
N 0.149 0.002 -0.226
O -0.803 -0.279 -1.219
H 1.700 -2.993 -0.186
H 0.673 -2.330 -1.471
H 2.220 -1.617 -1.058
H -0.740 -1.607 2.093
H -1.346 -2.061 0.582
H -0.127 -3.117 1.328
H 1.842 -1.662 2.194
H 2.639 -0.597 0.945
H 0.723 0.056 3.203
H 2.343 0.537 2.887
H 1.914 1.647 0.869
H 0.749 2.418 2.018
H -1.625 1.868 2.081
H -1.423 0.121 1.896
H -2.319 1.141 0.689
H 0.591 3.039 -0.443
H -1.050 3.120 0.028
H -0.732 2.077 -1.267
H -1.541 -0.721 -0.769
C -2.586 -1.394 4.675
C -3.712 -2.226 5.238
C -4.633 -2.785 4.148
C -3.197 -3.491 5.937
C -2.530 -3.194 7.256
C -3.591 -2.564 8.168
C -4.293 -1.341 7.593
C -5.644 -1.279 8.319
C -3.460 -0.069 7.844
N -4.569 -1.503 6.164
O -5.172 -0.369 5.592
H -1.912 -1.032 5.455
H -1.965 -1.964 3.973
H -2.828 -0.507 4.083
H -5.443 -3.412 4.508
H -5.032 -1.963 3.536
H -4.103 -3.315 3.344
H -4.052 -4.158 6.083
H -2.540 -4.004 5.229
H -2.041 -4.042 7.733
H -1.754 -2.441 7.065
H -3.175 -2.365 9.156
H -4.316 -3.380 8.277
H -6.261 -0.426 8.013
H -5.449 -1.163 9.385
H -6.250 -2.148 8.063
H -3.973 0.553 8.593
H -3.467 0.626 7.005
H -2.456 -0.246 8.226
H -6.107 -0.591 5.610
C 6.433 -1.702 -5.671
C 6.929 -0.638 -4.687
C 8.123 -1.114 -3.867
C 7.391 0.571 -5.525
C 6.278 1.472 -6.045
C 5.331 1.825 -4.905
C 4.766 0.614 -4.186
C 4.073 1.142 -2.926
C 3.685 -0.068 -5.059
N 5.842 -0.266 -3.767
O 5.326 -1.395 -3.082
H 5.804 -1.300 -6.460
H 7.306 -2.122 -6.185
H 5.950 -2.507 -5.120
H 8.694 -0.274 -3.484
H 7.817 -1.757 -3.034
H 8.714 -1.848 -4.423
H 8.038 1.204 -4.907
H 8.025 0.111 -6.285
H 6.768 2.350 -6.472
H 5.736 1.001 -6.871
H 4.521 2.442 -5.294
H 5.936 2.417 -4.207
H 3.288 1.850 -3.191
H 4.810 1.558 -2.234
H 3.615 0.347 -2.330
H 3.900 0.046 -6.127
H 2.769 0.517 -4.978
H 3.569 -1.116 -4.805
H 5.825 -1.370 -2.260
C -4.025 -2.058 -5.429
C -2.597 -2.375 -5.915
C -2.478 -3.901 -6.049
C -2.255 -1.842 -7.306
C -2.198 -0.305 -7.374
C -1.059 0.141 -6.442
C -1.194 -0.441 -5.029
C 0.145 -0.312 -4.320
C -2.240 0.433 -4.275
N -1.526 -1.871 -5.073
O -1.607 -2.368 -3.744
H -4.764 -2.810 -5.698
H -3.980 -1.953 -4.347
H -4.355 -1.124 -5.889
H -1.565 -4.191 -6.575
H -2.387 -4.328 -5.045
H -3.314 -4.366 -6.565
H -1.272 -2.111 -7.689
H -3.054 -2.118 -8.004
H -1.941 0.098 -8.354
H -3.140 0.130 -7.030
H -0.885 1.216 -6.412
H -0.126 -0.283 -6.845
H 0.833 -0.993 -4.839
H 0.154 -0.569 -3.265
H 0.631 0.664 -4.394
H -2.046 1.490 -4.426
H -2.295 0.097 -3.240
H -3.226 0.197 -4.680
H -0.840 -2.943 -3.667
C -4.430 -0.297 -0.813
C -5.921 -0.328 -0.401
C -6.097 0.286 0.995
C -6.695 0.597 -1.375
C -7.277 -0.062 -2.617
C -8.013 -1.341 -2.259
C -7.181 -2.334 -1.458
C -8.188 -3.271 -0.767
C -6.277 -3.115 -2.408
N -6.468 -1.677 -0.352
O -5.532 -2.574 0.233
H -4.012 0.709 -0.830
H -3.975 -0.976 -0.092
H -4.337 -0.635 -1.849
H -7.113 0.100 1.344
H -5.392 -0.198 1.677
H -5.960 1.368 1.009
H -7.578 0.948 -0.828
H -6.053 1.421 -1.680
H -7.995 0.605 -3.098
H -6.490 -0.264 -3.353
H -8.383 -1.754 -3.200
H -8.905 -1.064 -1.686
H -8.966 -3.645 -1.433
H -8.661 -2.759 0.073
H -7.697 -4.135 -0.304
H -5.643 -3.845 -1.909
H -5.579 -2.421 -2.887
H -6.870 -3.547 -3.214
H -6.076 -3.041 0.875
C 2.329 9.203 0.274
C 1.989 9.013 -1.203
C 0.921 10.043 -1.573
C 3.207 9.299 -2.086
C 4.169 8.107 -2.070
C 3.480 6.846 -2.582
C 2.287 6.513 -1.689
C 1.459 5.435 -2.410
C 2.746 5.887 -0.354
N 1.445 7.692 -1.557
O 0.292 7.406 -0.769
H 2.650 10.235 0.460
H 1.423 9.032 0.854
H 3.196 8.652 0.635
H 0.057 9.938 -0.908
H 1.311 11.042 -1.370
H 0.546 9.921 -2.587
H 3.007 9.674 -3.089
H 3.747 10.100 -1.568
H 5.065 8.370 -2.642
H 4.553 7.996 -1.051
H 4.213 6.044 -2.500
H 3.156 7.071 -3.600
H 1.008 5.948 -3.268
H 0.599 5.158 -1.797
H 2.018 4.548 -2.692
H 3.477 5.091 -0.476
H 1.843 5.556 0.163
H 3.187 6.632 0.309
H -0.427 7.515 -1.398
*
```

These are the Mulliken partial charges, in e, on atoms 1 to 5: C -1.782; C 2.023; C -2.056; C -1.343; C -0.636

=====

Record 3
The following is a DFT calculation (the ωB97M-V functional and the def2-TZVPD basis) of a structure of composition C50H42AsCrN3PS2Se.

Properties
Expectation value of S²: 3.832
Energy above the lowest of the compared OMol25 structures with the same formula, charge and spin: 81.0 kJ/mol
HOMO (alpha / beta): -6.7 / -6.9 eV

```
! RIJCOSX wB97M-V def2-TZVPD def2/J DEFGRID3
* xyz 0 4
Cr -1.231 1.979 -0.251
S -3.155 2.312 1.076
C -4.536 1.338 0.560
C -5.816 1.712 0.972
C -6.921 0.972 0.587
C -6.782 -0.157 -0.211
C -5.514 -0.547 -0.618
C -4.405 0.192 -0.231
As -2.582 -0.217 -0.662
C -2.084 -1.432 0.775
C -0.753 -1.842 0.838
C -0.357 -2.793 1.769
C -1.283 -3.321 2.661
C -2.599 -2.878 2.632
C -3.002 -1.939 1.688
C -2.710 -1.431 -2.169
C -2.800 -2.810 -2.015
C -2.885 -3.630 -3.132
C -2.875 -3.078 -4.405
C -2.779 -1.701 -4.563
C -2.696 -0.881 -3.448
H -5.933 2.595 1.587
H -7.906 1.285 0.909
H -7.651 -0.725 -0.515
H -5.385 -1.427 -1.238
H -0.023 -1.416 0.153
H 0.674 -3.126 1.793
H -0.977 -4.072 3.380
H -3.322 -3.279 3.331
H -4.036 -1.614 1.657
H -2.798 -3.247 -1.023
H -2.959 -4.703 -3.005
H -2.938 -3.721 -5.273
H -2.765 -1.267 -5.555
H -2.605 0.194 -3.573
N 0.187 1.132 -0.983
P 1.499 0.739 -1.704
C 1.720 -1.062 -1.801
C 2.721 -1.731 -1.106
C 2.791 -3.117 -1.141
C 1.867 -3.840 -1.880
C 0.873 -3.177 -2.589
C 0.798 -1.795 -2.546
C 1.595 1.341 -3.413
C 2.162 0.604 -4.450
C 2.232 1.143 -5.727
C 1.740 2.417 -5.971
C 1.174 3.154 -4.939
C 1.100 2.620 -3.662
C 3.024 1.333 -0.918
C 2.986 1.569 0.450
C 4.120 2.014 1.114
C 5.295 2.231 0.409
C 5.334 2.005 -0.961
C 4.202 1.558 -1.626
H 3.450 -1.167 -0.535
H 3.573 -3.632 -0.597
H 1.924 -4.920 -1.908
H 0.149 -3.734 -3.168
H 0.017 -1.280 -3.090
H 2.546 -0.391 -4.267
H 2.671 0.566 -6.531
H 1.795 2.836 -6.968
H 0.788 4.147 -5.127
H 0.647 3.187 -2.856
H 2.055 1.425 0.986
H 4.076 2.213 2.179
H 6.177 2.591 0.922
H 6.245 2.188 -1.516
H 4.234 1.396 -2.696
C -1.699 -0.524 4.880
N -0.364 -0.887 4.457
C 0.394 -0.188 3.578
Se -0.040 1.373 2.751
N 1.564 -0.864 3.439
C 1.565 -2.001 4.228
C 2.496 -3.006 4.421
C 2.154 -4.021 5.304
C 0.928 -4.024 5.969
C -0.005 -3.015 5.775
C 0.334 -2.006 4.888
H -2.095 0.205 4.176
H -1.678 -0.090 5.880
H -2.327 -1.414 4.875
H 2.276 -0.560 2.796
H 3.448 -3.003 3.907
H 2.855 -4.825 5.482
H 0.701 -4.830 6.653
H -0.954 -3.017 6.293
S -0.934 4.189 -0.814
C 0.503 4.942 -0.121
C 0.877 6.204 -0.592
C 1.998 6.839 -0.085
C 2.768 6.233 0.901
C 2.399 4.982 1.370
C 1.279 4.340 0.864
H 0.278 6.680 -1.358
H 2.272 7.817 -0.462
H 3.642 6.731 1.298
H 2.983 4.495 2.141
H 1.008 3.361 1.241
*
```

These are the Mulliken partial charges, in e, on atoms 1 to 5: Cr 0.872; S -0.333; C 0.591; C -0.930; C -0.525